97
Properties=species:S:1:pos:R:3 method="wB97M-V/def2-TZVPD" e_tot_ev=-153958.849 charge=-1 e_homo_ev=-3.733 e_lumo_ev=1.6069
Y 1.055 -1.896 0.464
F 6.411 -4.783 -0.156
C 5.081 -4.760 -0.145
F 4.646 -5.439 0.903
F 4.633 -5.341 -1.257
S 4.485 -3.029 -0.130
O 3.041 -3.180 -0.156
O 5.128 -2.449 -1.267
N 5.075 -2.472 1.216
S 4.286 -1.756 2.373
O 5.039 -0.655 2.897
O 2.895 -1.470 2.078
C 4.351 -2.990 3.748
F 3.510 -2.617 4.700
F 4.079 -4.215 3.354
F 5.600 -2.969 4.233
S -0.642 -1.367 2.476
C -0.597 -2.722 3.616
C -1.389 -2.626 4.769
C -1.434 -3.631 5.722
C -0.671 -4.778 5.531
C 0.117 -4.890 4.398
C 0.181 -3.881 3.422
S 1.223 -4.145 2.031
H -1.977 -1.724 4.900
H -2.055 -3.518 6.603
H -0.685 -5.578 6.264
H 0.720 -5.777 4.239
Cl 0.740 -2.473 -4.641
C 1.947 -1.426 -3.946
C 2.850 -0.781 -4.797
C 3.811 0.039 -4.285
Cl 4.929 0.829 -5.376
C 3.913 0.243 -2.890
C 4.911 1.031 -2.280
C 4.945 1.140 -0.923
C 3.971 0.474 -0.161
N 3.020 -0.262 -0.682
C 2.983 -0.401 -2.039
C 1.964 -1.277 -2.560
O 1.129 -1.867 -1.788
H 2.781 -0.940 -5.865
H 5.648 1.524 -2.900
H 5.713 1.713 -0.421
H 4.003 0.554 0.918
C -5.690 10.776 -1.506
O -6.095 9.525 -2.030
C -5.335 8.442 -1.719
C -5.748 7.225 -2.263
C -5.039 6.073 -2.006
C -3.898 6.099 -1.199
C -3.498 7.313 -0.664
C -4.204 8.486 -0.915
C -3.165 4.849 -0.954
N -3.475 3.680 -1.460
C -2.519 2.813 -0.981
C -1.629 3.468 -0.178
N -2.052 4.775 -0.164
C -0.531 2.826 0.472
C 0.377 3.466 1.321
C 1.365 2.728 1.919
C 1.444 1.367 1.629
N 0.630 0.757 0.789
C -0.374 1.449 0.234
C -1.314 0.725 -0.621
N -1.096 -0.590 -0.805
C -1.906 -1.242 -1.615
C -3.003 -0.650 -2.253
C -3.251 0.682 -2.052
C -2.383 1.403 -1.227
H -6.407 11.505 -1.869
H -4.691 11.049 -1.855
H -5.701 10.773 -0.413
H -6.632 7.213 -2.889
H -5.350 5.124 -2.425
H -2.617 7.376 -0.036
H -3.860 9.413 -0.481
H -1.618 5.538 0.321
H 0.290 4.529 1.515
H 2.074 3.176 2.603
H 2.179 0.742 2.122
H -1.670 -2.281 -1.783
H -3.631 -1.250 -2.898
H -4.083 1.196 -2.517
N -2.025 -7.666 -0.247
C -1.589 -6.353 -0.280
C -2.115 -5.397 0.590
C -1.628 -4.112 0.546
N -0.685 -3.712 -0.315
C -0.226 -4.614 -1.184
C -0.639 -5.930 -1.207
H -2.443 -7.963 0.619
H -1.398 -8.347 -0.642
H -2.857 -5.669 1.332
H -1.972 -3.364 1.251
H 0.527 -4.256 -1.880
H -0.211 -6.624 -1.920